Density functional theory data (wB97M-V/def2-TZVPD) for C43H89O15Sr as an isolated structure.

Calculated values
- E_HOMO (alpha / beta): -12.09 / -12.09 eV
- 2S+1: 2
- Expectation value of S²: 0.755
- Orbital gap (alpha / beta): 7.26 / 3.84 eV
- LUMO (alpha / beta): -4.828 / -8.244 eV
- Charge: +2

Each line ends with the Löwdin spin population.
Cartesian coordinates (Å):
1 Sr -9.497 20.111 -6.529  0.00
2 C -8.016 20.515 -2.419  0.00
3 C -9.341 19.754 -2.732  0.11
4 C -10.496 20.257 -1.746  0.06
5 O -9.671 19.582 -4.068  0.73
6 H -7.809 20.773 -1.381  0.00
7 H -7.963 21.455 -2.969  0.00
8 H -7.174 19.896 -2.730  0.00
9 H -9.174 18.766 -2.303  0.07
10 H -11.506 19.988 -2.055  0.00
11 H -10.548 21.336 -1.604  0.01
12 H -10.290 20.103 -0.687  0.00
13 C -10.169 13.959 4.009  0.00
14 O -10.438 15.264 3.427  0.00
15 C -11.881 15.348 3.237  0.00
16 C -12.356 16.362 2.267  0.00
17 O -12.024 16.041 0.904  0.00
18 C -10.822 16.629 0.516  0.00
19 H -9.241 13.860 4.574  0.00
20 H -10.232 13.122 3.314  0.00
21 H -10.871 13.677 4.793  0.00
22 H -12.227 15.737 4.195  0.00
23 H -12.334 14.400 2.945  0.00
24 H -11.972 17.346 2.536  0.00
25 H -13.443 16.428 2.313  0.00
26 H -9.955 16.296 1.086  0.00
27 H -10.879 17.710 0.639  0.00
28 H -10.739 16.373 -0.540  0.00
29 C -13.180 20.128 -5.627  0.00
30 O -11.986 20.901 -5.720  0.01
31 C -12.137 22.296 -5.398  0.00
32 C -10.799 22.938 -5.023  0.00
33 O -9.829 22.661 -6.039  0.00
34 C -8.851 23.739 -6.062  0.00
35 H -13.753 20.276 -4.711  0.00
36 H -12.998 19.067 -5.803  0.00
37 H -13.861 20.366 -6.444  0.00
38 H -12.843 22.398 -4.573  0.00
39 H -12.597 22.798 -6.249  0.00
40 H -10.520 22.520 -4.056  0.00
41 H -10.880 23.987 -4.740  0.00
42 H -7.916 23.464 -6.548  0.00
43 H -8.561 24.044 -5.056  0.00
44 H -9.031 24.730 -6.479  0.00
45 C -13.538 16.809 -2.863  0.00
46 O -13.513 15.518 -2.331  0.00
47 C -14.600 14.745 -2.734  0.00
48 C -14.622 13.389 -1.959  0.00
49 O -15.153 13.403 -0.686  0.00
50 C -14.438 14.157 0.353  0.00
51 H -12.768 17.446 -2.428  0.00
52 H -14.492 17.214 -2.526  0.00
53 H -13.528 16.850 -3.952  0.00
54 H -14.683 14.515 -3.796  0.00
55 H -15.527 15.220 -2.412  0.00
56 H -13.627 12.946 -1.919  0.00
57 H -15.272 12.694 -2.489  0.00
58 H -14.989 14.158 1.294  0.00
59 H -14.392 15.204 0.054  0.00
60 H -13.430 13.762 0.482  0.00
61 C -13.263 22.489 -0.061  0.00
62 O -14.346 21.583 0.042  0.00
63 C -14.252 20.497 -0.918  0.00
64 C -15.621 19.779 -1.058  0.00
65 O -16.162 19.560 0.226  0.00
66 C -15.591 18.413 0.964  0.00
67 H -13.180 22.981 -1.030  0.00
68 H -12.272 22.069 0.114  0.00
69 H -13.400 23.292 0.664  0.00
70 H -13.507 19.766 -0.601  0.00
71 H -13.884 20.846 -1.882  0.00
72 H -15.686 18.862 -1.644  0.00
73 H -16.396 20.386 -1.525  0.00
74 H -14.558 18.614 1.248  0.00
75 H -15.661 17.551 0.300  0.00
76 H -16.155 18.170 1.864  0.00
77 C -8.894 20.927 2.663  0.00
78 O -9.415 21.859 3.605  0.00
79 C -10.852 21.896 3.734  0.00
80 C -11.283 22.939 4.772  0.00
81 O -10.929 24.260 4.262  0.00
82 C -11.330 25.453 4.926  0.00
83 H -7.811 20.975 2.773  0.00
84 H -9.326 21.226 1.708  0.00
85 H -9.090 19.874 2.866  0.00
86 H -11.227 20.909 4.005  0.00
87 H -11.369 22.343 2.885  0.00
88 H -10.676 22.950 5.677  0.00
89 H -12.362 22.927 4.930  0.00
90 H -12.410 25.557 5.034  0.00
91 H -10.901 26.299 4.388  0.00
92 H -10.802 25.346 5.874  0.00
93 C -7.563 17.251 -8.119  0.00
94 O -8.094 17.936 -6.926  0.00
95 C -7.082 18.005 -5.971  0.00
96 C -6.229 19.245 -6.161  0.00
97 O -6.922 20.411 -5.920  0.00
98 C -6.149 21.418 -5.257  0.00
99 H -8.218 17.211 -8.989  0.00
100 H -7.400 16.202 -7.870  0.00
101 H -6.707 17.686 -8.634  0.00
102 H -6.394 17.160 -5.998  0.00
103 H -7.431 17.953 -4.939  0.00
104 H -5.792 19.304 -7.158  0.00
105 H -5.348 19.150 -5.525  0.00
106 H -5.953 21.150 -4.219  0.00
107 H -6.689 22.351 -5.097  0.00
108 H -5.272 21.579 -5.884  0.00
109 C -11.790 21.546 -8.920  0.00
110 O -11.259 20.272 -8.476  0.00
111 C -12.060 19.150 -8.985  0.00
112 C -11.505 17.891 -8.300  0.00
113 O -11.088 18.082 -6.968  0.00
114 C -10.753 16.906 -6.259  0.00
115 H -11.184 22.339 -8.481  0.00
116 H -12.812 21.592 -8.545  0.00
117 H -11.774 21.699 -9.999  0.00
118 H -11.929 18.984 -10.054  0.00
119 H -13.119 19.348 -8.817  0.00
120 H -10.561 17.646 -8.787  0.00
121 H -12.068 16.965 -8.420  0.00
122 H -9.980 16.242 -6.647  0.00
123 H -11.594 16.222 -6.145  0.00
124 H -10.434 17.184 -5.254  0.00
125 C -4.319 18.379 -2.317  0.00
126 C -3.276 17.823 -3.102  0.00
127 C -3.046 16.453 -3.197  0.00
128 C -3.977 15.612 -2.571  0.00
129 C -5.000 16.127 -1.778  0.00
130 C -5.167 17.519 -1.629  0.00
131 H -4.604 19.421 -2.332  0.00
132 H -2.651 18.519 -3.642  0.00
133 H -2.206 15.993 -3.697  0.00
134 H -3.820 14.547 -2.645  0.00
135 H -5.696 15.433 -1.330  0.00
136 H -5.935 17.967 -1.017  0.00
137 C -5.781 24.922 1.283  0.00
138 C -6.541 24.940 0.107  0.00
139 C -6.550 23.847 -0.746  0.00
140 C -5.876 22.689 -0.438  0.00
141 C -5.323 22.575 0.818  0.00
142 C -5.211 23.714 1.619  0.00
143 H -5.889 25.718 2.005  0.00
144 H -6.912 25.917 -0.165  0.00
145 H -7.069 23.927 -1.690  0.00
146 H -5.806 21.794 -1.038  0.00
147 H -4.796 21.662 1.051  0.00
148 H -4.589 23.662 2.500  0.00